(1)
{
  "formula": "C10H16",
  "method": "the ωB97M-V functional and the def2-TZVPD basis",
  "symbols": ["C", "C", "C", "C", "C", "C", "C", "H", "H", "H", "H", "H", "H", "H", "H", "C", "C", "C", "H", "H", "H", "H", "H", "H", "H", "H"],
  "positions_angstrom": [[0.624, -2.223, 0.045], [1.269, -1.005, 0.568], [2.318, -0.414, -0.152], [2.623, 0.929, 0.109], [1.986, 1.663, 1.083], [1.310, 0.885, 2.043], [0.861, -0.400, 1.767], [1.333, -2.808, -0.567], [-0.283, -1.992, -0.495], [0.293, -3.026, 0.724], [2.674, -0.953, -1.019], [3.308, 1.359, -0.617], [2.086, 2.713, 1.276], [0.922, 1.314, 2.953], [0.093, -0.824, 2.402], [-2.985, 0.916, -0.434], [-2.014, -0.272, -0.656], [-0.953, 0.360, -1.630], [-2.664, 1.342, 0.511], [-2.757, 1.865, -0.956], [-3.980, 0.612, -0.738], [-2.279, -1.157, -1.215], [-1.605, -0.532, 0.338], [0.010, -0.164, -1.583], [-0.700, 1.336, -1.188], [-1.489, 0.477, -2.572]],
  "e_tot_ev": -10627.936,
  "orbital_gap_ev": 9.97,
  "e_homo_ev": -8.99,
  "smiles": "Cc1ccccc1.CCC"
}

---

(2)
{
  "formula": "C11H15N",
  "method": "the ωB97M-V functional and the def2-TZVPD basis",
  "symbols": ["C", "C", "C", "N", "C", "C", "C", "C", "C", "C", "H", "H", "H", "H", "H", "H", "H", "H", "H", "C", "C", "H", "H", "H", "H", "H", "H"],
  "positions_angstrom": [[1.246, -2.424, -0.534], [0.909, -1.341, -1.447], [0.806, -1.165, -2.851], [0.804, 0.152, -3.202], [0.763, 0.938, -1.932], [0.954, 2.279, -1.709], [0.950, 2.583, -0.362], [0.946, 1.698, 0.736], [0.953, 0.352, 0.571], [0.856, -0.008, -0.836], [0.583, -2.683, 0.217], [2.256, -2.176, 0.050], [1.478, -3.404, -1.074], [1.024, -1.893, -3.577], [1.009, 0.701, -3.971], [1.049, 3.041, -2.508], [1.103, 3.580, 0.026], [0.694, 1.990, 1.758], [1.004, -0.456, 1.318], [-1.799, 0.145, 2.673], [-3.063, -0.665, 2.184], [-1.132, -0.688, 2.875], [-1.371, 0.801, 1.928], [-2.118, 0.681, 3.618], [-3.488, 0.062, 1.417], [-3.667, -0.687, 3.082], [-2.750, -1.412, 1.549]],
  "e_tot_ev": -13138.135,
  "orbital_gap_ev": 8.50,
  "e_homo_ev": -7.58,
  "smiles": "Cc1c[nH]c2ccccc12.CC"
}

---

(3)
{
  "formula": "C5H7NO",
  "method": "the ωB97M-V functional and the def2-TZVPD basis",
  "symbols": ["O", "C", "C", "C", "C", "C", "N", "H", "H", "H", "H", "H", "H", "H"],
  "positions_angstrom": [[2.217, -1.064, -0.600], [1.150, -0.726, 0.185], [-0.058, -1.173, -0.188], [-1.382, -0.457, -0.129], [-1.173, 1.037, 0.045], [0.141, 1.602, 0.241], [-0.495, 1.463, 1.318], [3.033, -0.790, -0.172], [1.399, -0.148, 1.068], [0.012, -1.989, -0.899], [-1.870, -0.654, -1.095], [-2.094, -0.792, 0.635], [-1.966, 1.695, -0.310], [1.088, 1.997, -0.101]],
  "e_tot_ev": -8832.448,
  "orbital_gap_ev": 9.25,
  "e_homo_ev": -8.57,
  "smiles": "O/C=C/C[C@@H]1C=N1"
}

---

(4)
{
  "formula": "C24H66N2O8",
  "method": "the ωB97M-V functional and the def2-TZVPD basis",
  "symbols": ["C", "O", "C", "C", "C", "N", "H", "H", "H", "H", "H", "H", "H", "H", "H", "H", "H", "C", "O", "C", "C", "C", "N", "H", "H", "H", "H", "H", "H", "H", "H", "H", "H", "H", "C", "C", "C", "O", "H", "H", "H", "H", "H", "H", "H", "H", "C", "C", "C", "O", "H", "H", "H", "H", "H", "H", "H", "H", "C", "C", "C", "O", "H", "H", "H", "H", "H", "H", "H", "H", "C", "C", "C", "O", "H", "H", "H", "H", "H", "H", "H", "H", "C", "C", "O", "H", "H", "H", "H", "H", "H", "C", "C", "O", "H", "H", "H", "H", "H", "H"],
  "positions_angstrom": [[1.579, -1.953, -2.868], [2.315, -1.430, -1.788], [3.392, -2.262, -1.377], [4.100, -1.659, -0.128], [4.956, -0.447, -0.488], [4.957, -2.726, 0.500], [1.252, -2.982, -2.687], [2.196, -1.965, -3.772], [0.701, -1.315, -2.978], [3.046, -3.268, -1.135], [4.107, -2.375, -2.200], [3.271, -1.356, 0.520], [4.302, 0.370, -0.794], [5.609, -0.750, -1.294], [5.432, -0.163, 0.457], [5.109, -2.430, 1.453], [5.863, -2.836, 0.064], [-1.624, 2.989, -1.259], [-1.361, 4.353, -1.466], [-0.703, 5.016, -0.358], [-1.387, 5.022, 1.014], [-2.773, 5.650, 0.967], [-0.526, 5.805, 1.905], [-0.744, 2.389, -1.030], [-2.024, 2.650, -2.213], [-2.371, 2.894, -0.470], [0.293, 4.589, -0.289], [-0.588, 6.038, -0.714], [-1.559, 3.976, 1.305], [-3.243, 5.631, 1.951], [-3.424, 5.124, 0.267], [-2.675, 6.705, 0.717], [0.406, 5.415, 1.989], [-0.896, 5.816, 2.844], [0.006, -5.467, -1.163], [-1.228, -5.916, -0.365], [-1.209, -5.286, 1.024], [-2.372, -5.514, -1.104], [0.116, -6.047, -2.080], [0.897, -5.598, -0.551], [-0.127, -4.409, -1.383], [-1.170, -7.005, -0.253], [-2.106, -5.599, 1.558], [-1.276, -4.203, 0.886], [-0.280, -5.566, 1.518], [-3.139, -5.734, -0.566], [-4.459, -3.121, -2.461], [-3.571, -2.180, -1.638], [-2.174, -1.985, -2.165], [-4.212, -0.896, -1.516], [-3.969, -4.074, -2.639], [-4.589, -2.640, -3.441], [-5.415, -3.276, -1.956], [-3.528, -2.536, -0.606], [-1.643, -2.932, -2.172], [-1.713, -1.266, -1.496], [-2.302, -1.654, -3.193], [-4.312, -0.597, -2.425], [1.365, 1.842, -5.116], [1.550, 2.963, -4.070], [2.439, 2.471, -2.901], [2.152, 4.088, -4.668], [0.988, 2.373, -5.999], [0.758, 1.050, -4.696], [2.349, 1.502, -5.458], [0.597, 3.238, -3.609], [1.897, 1.783, -2.256], [2.671, 3.384, -2.333], [3.371, 2.063, -3.299], [1.725, 4.183, -5.520], [-2.182, -1.064, 4.290], [-1.217, -0.821, 5.429], [-1.544, 0.409, 6.288], [-1.185, -1.946, 6.300], [-1.980, -2.014, 3.788], [-2.177, -0.307, 3.504], [-3.207, -1.167, 4.653], [-0.203, -0.798, 5.049], [-0.670, 0.523, 6.933], [-2.463, 0.192, 6.826], [-1.703, 1.308, 5.699], [-2.110, -2.154, 6.463], [-0.150, -1.616, 0.777], [-0.018, -0.137, 0.552], [1.330, 0.178, 0.270], [0.224, -1.894, 1.758], [0.417, -2.121, 0.000], [-1.171, -1.987, 0.758], [-0.276, 0.527, 1.384], [-0.738, 0.245, -0.184], [1.618, -0.348, -0.485], [1.150, 2.576, 3.201], [1.696, 2.993, 1.855], [2.092, 4.381, 1.851], [1.878, 2.788, 3.982], [0.958, 1.506, 3.149], [0.193, 3.042, 3.451], [0.926, 2.818, 1.091], [2.598, 2.444, 1.575], [2.839, 4.489, 1.260]],
  "e_tot_ev": -45316.474,
  "orbital_gap_ev": 9.43,
  "e_homo_ev": -8.88,
  "smiles": "COC[C@H](C)N.COC[C@H](C)N.CC(C)O.CC(C)O.CC(C)O.CC(C)O.CCO.CCO"
}

---

(5)
{
  "formula": "CH3NO2S",
  "method": "the ωB97M-V functional and the def2-TZVPD basis",
  "symbols": ["C", "N", "O", "O", "S", "H", "H", "H"],
  "positions_angstrom": [[0.490, -0.548, 0.473], [-0.365, 0.230, -1.419], [0.627, -0.612, -0.896], [-1.441, 1.023, 1.263], [-1.249, 0.030, 0.273], [0.651, -1.406, 0.980], [1.220, 0.139, 0.928], [0.066, 1.144, -1.603]],
  "e_tot_ev": -17501.459,
  "orbital_gap_ev": 9.83,
  "e_homo_ev": -9.47
}

---

(6)
{
  "formula": "C30H37MoN7S2Te",
  "method": "the ωB97M-V functional and the def2-TZVPD basis",
  "symbols": ["Mo", "N", "C", "C", "N", "C", "C", "N", "H", "H", "H", "H", "H", "H", "H", "H", "H", "H", "H", "H", "H", "S", "C", "C", "C", "C", "C", "N", "H", "H", "H", "H", "N", "C", "C", "C", "C", "C", "C", "S", "N", "C", "C", "C", "C", "C", "C", "N", "H", "H", "H", "H", "H", "H", "H", "H", "H", "C", "C", "C", "C", "C", "C", "Te", "C", "C", "C", "H", "H", "H", "H", "H", "H", "H", "H", "H", "H", "H"],
  "positions_angstrom": [[0.146, -0.011, -0.195], [-0.178, 2.341, -0.948], [-0.128, 2.606, -2.403], [-0.747, 1.429, -3.105], [-0.092, 0.194, -2.629], [1.094, -0.166, -3.444], [2.231, -0.684, -2.583], [1.691, -1.350, -1.380], [0.462, 2.944, -0.446], [-1.093, 2.586, -0.590], [-0.661, 3.516, -2.676], [0.910, 2.745, -2.712], [-1.801, 1.385, -2.860], [-0.672, 1.536, -4.188], [-0.756, -0.568, -2.718], [0.806, -0.907, -4.186], [1.442, 0.706, -3.997], [2.859, -1.350, -3.173], [2.864, 0.130, -2.249], [1.297, -2.248, -1.622], [2.455, -1.542, -0.744], [-0.816, 1.258, 1.731], [-2.283, 1.139, 0.822], [-3.532, 1.657, 1.166], [-4.580, 1.460, 0.300], [-4.371, 0.761, -0.897], [-3.120, 0.280, -1.166], [-2.080, 0.471, -0.323], [-3.647, 2.189, 2.103], [-5.567, 1.836, 0.544], [-5.177, 0.580, -1.594], [-2.927, -0.303, -2.055], [2.657, -1.162, 3.144], [2.302, -2.377, 3.810], [3.189, -2.981, 4.674], [2.832, -4.180, 5.276], [1.611, -4.768, 4.984], [0.731, -4.152, 4.099], [1.077, -2.936, 3.533], [-0.087, -2.076, 2.532], [0.942, -1.079, 1.542], [2.064, -0.684, 2.058], [2.756, 0.453, 1.352], [3.904, 1.053, 1.808], [4.452, 2.111, 1.088], [3.831, 2.501, -0.075], [2.678, 1.842, -0.461], [2.125, 0.847, 0.245], [3.540, -0.765, 3.408], [4.154, -2.526, 4.881], [3.516, -4.655, 5.967], [1.339, -5.709, 5.443], [-0.228, -4.605, 3.870], [4.380, 0.736, 2.726], [5.352, 2.606, 1.433], [4.226, 3.299, -0.690], [2.180, 2.104, -1.380], [-0.862, -8.239, -2.791], [-0.885, -6.845, -2.213], [-1.401, -6.597, -0.950], [-1.453, -5.319, -0.401], [-2.034, -5.162, 0.988], [-0.970, -4.244, -1.166], [-1.443, -2.353, -0.324], [-0.443, -4.465, -2.451], [0.053, -3.383, -3.375], [-0.404, -5.767, -2.942], [-1.321, -8.959, -2.115], [0.162, -8.562, -2.988], [-1.400, -8.272, -3.740], [-1.780, -7.429, -0.362], [-2.122, -6.135, 1.471], [-3.031, -4.718, 0.962], [-1.411, -4.525, 1.616], [-0.353, -2.417, -3.082], [-0.263, -3.573, -4.402], [1.149, -3.335, -3.389], [-0.001, -5.940, -3.938]],
  "e_tot_ev": -72948.784,
  "orbital_gap_ev": [5.27, 5.21],
  "e_homo_ev": [-11.79, -11.83],
  "charge": 2
}

---

(7)
{
  "formula": "C22H70F3FeN8O14",
  "method": "the ωB97M-V functional and the def2-TZVPD basis",
  "symbols": ["Fe", "C", "O", "O", "C", "F", "F", "F", "C", "C", "H", "H", "H", "H", "H", "H", "C", "C", "C", "O", "C", "N", "H", "H", "H", "H", "H", "H", "H", "H", "H", "H", "H", "C", "C", "C", "O", "C", "N", "H", "H", "H", "H", "H", "H", "H", "H", "H", "H", "H", "C", "C", "C", "O", "C", "N", "H", "H", "H", "H", "H", "H", "H", "H", "H", "H", "H", "C", "C", "C", "O", "C", "N", "H", "H", "H", "H", "H", "H", "H", "H", "H", "H", "H", "O", "H", "H", "O", "H", "H", "O", "H", "H", "O", "H", "H", "O", "H", "H", "O", "H", "H", "C", "O", "N", "N", "H", "H", "H", "H", "C", "O", "N", "N", "H", "H", "H", "H"],
  "positions_angstrom": [[0.329, 4.325, 0.996], [-0.481, 1.236, -0.119], [0.476, 0.768, 0.827], [-0.175, 2.632, -0.139], [-0.542, 0.299, -1.456], [-1.266, -0.833, -1.439], [-1.160, 1.007, -2.376], [0.622, 0.006, -2.007], [0.353, -0.637, 1.247], [1.817, -0.994, 1.528], [1.943, -1.880, 2.151], [2.267, -1.124, 0.544], [2.368, -0.347, 2.211], [-0.157, -1.339, 0.588], [-0.147, -0.624, 2.215], [-1.469, 1.241, 0.341], [-6.479, 2.709, -1.047], [-5.163, 2.498, -0.342], [-5.106, 1.140, 0.382], [-3.865, 1.118, 1.061], [-3.598, -0.100, 1.564], [-4.046, 2.650, -1.286], [-6.491, 2.134, -1.973], [-6.557, 3.751, -1.356], [-7.421, 2.346, -0.636], [-5.044, 3.170, 0.508], [-5.214, 0.281, -0.280], [-5.926, 1.165, 1.099], [-3.204, -0.609, 0.684], [-4.419, -0.581, 2.095], [-2.736, -0.104, 2.231], [-3.307, 1.996, -1.072], [-4.374, 2.313, -2.180], [-1.027, 3.965, -4.082], [0.394, 4.473, -4.474], [0.241, 5.900, -5.154], [1.523, 6.388, -5.545], [1.514, 7.742, -6.126], [1.138, 4.587, -3.253], [-1.650, 4.702, -3.577], [-0.916, 3.045, -3.507], [-1.608, 3.636, -4.944], [0.902, 3.781, -5.145], [-0.047, 6.599, -4.368], [-0.486, 5.856, -5.964], [0.650, 7.800, -6.788], [2.462, 7.748, -6.664], [1.424, 8.676, -5.572], [1.324, 3.656, -2.907], [2.071, 4.872, -3.511], [2.180, -3.916, -1.143], [1.357, -5.084, -1.654], [0.817, -4.974, -3.167], [0.221, -6.180, -3.535], [-0.337, -6.202, -4.941], [2.237, -6.183, -1.360], [3.136, -3.859, -1.665], [2.432, -4.043, -0.091], [1.805, -2.904, -1.300], [0.559, -5.154, -0.915], [1.687, -4.741, -3.782], [0.130, -4.128, -3.165], [-0.546, -5.171, -5.226], [-1.261, -6.763, -5.079], [0.461, -6.524, -5.610], [1.780, -6.928, -1.865], [3.042, -6.058, -1.958], [-0.126, -5.229, 1.901], [-0.851, -4.586, 3.085], [-0.101, -4.701, 4.421], [-0.641, -4.042, 5.557], [-1.991, -4.218, 5.900], [-0.980, -3.231, 2.697], [0.696, -4.562, 1.641], [-0.823, -5.466, 1.097], [0.350, -6.192, 2.084], [-1.806, -5.091, 3.227], [0.921, -4.327, 4.364], [-0.038, -5.751, 4.707], [-2.392, -3.298, 6.323], [-1.827, -4.988, 6.654], [-2.737, -4.493, 5.154], [-1.450, -3.340, 1.809], [-1.764, -2.894, 3.237], [-1.581, 4.538, 1.544], [-1.890, 4.680, 2.439], [-2.378, 4.388, 1.036], [0.565, 1.158, 4.490], [0.482, 1.397, 5.413], [0.202, 0.274, 4.437], [4.680, 0.713, 3.426], [4.784, 0.543, 2.490], [5.086, 1.569, 3.562], [0.679, 3.350, 2.754], [0.286, 3.835, 3.479], [0.975, 2.529, 3.147], [-2.198, -3.070, 0.127], [-2.164, -2.456, -0.606], [-2.198, -3.934, -0.284], [0.557, 5.496, -0.611], [0.584, 5.128, -1.494], [0.482, 6.441, -0.747], [3.428, 2.038, -2.698], [2.759, 2.094, -3.686], [3.001, 1.583, -1.552], [4.469, 2.753, -2.552], [3.649, 1.705, -0.786], [2.178, 1.002, -1.472], [5.014, 2.743, -1.702], [4.655, 3.341, -3.352], [3.620, -1.763, 5.696], [3.207, -2.428, 6.665], [4.853, -1.577, 5.400], [2.780, -1.177, 4.950], [5.457, -1.880, 6.151], [5.026, -0.905, 4.667], [3.290, -0.587, 4.309], [1.783, -1.339, 4.978]],
  "e_tot_ev": -107054.276,
  "orbital_gap_ev": [5.59, 2.32],
  "e_homo_ev": [-12.28, -12.28],
  "multiplicity": 6,
  "charge": 2,
  "s2": 8.76
}

---

(8)
{
  "formula": "C5H8FN3OS",
  "method": "the ωB97M-V functional and the def2-TZVPD basis",
  "symbols": ["C", "C", "O", "F", "C", "N", "N", "C", "N", "C", "S", "H", "H", "H", "H", "H", "H", "H", "H"],
  "positions_angstrom": [[-2.229, 1.558, 0.100], [-1.260, 0.445, 0.479], [-2.033, -0.742, 0.443], [-0.677, 0.565, 1.728], [-0.167, 0.438, -0.627], [1.047, -0.245, -0.302], [1.131, -1.657, -0.162], [2.441, -1.904, 0.068], [3.149, -0.858, 0.260], [2.327, 0.217, 0.045], [2.663, 1.821, 0.125], [-3.279, 1.189, 0.494], [-1.991, 2.528, 0.684], [-2.297, 1.694, -0.960], [-1.513, -1.443, 0.843], [-0.744, -0.064, -1.470], [-0.053, 1.512, -0.959], [0.568, -2.243, -0.728], [2.918, -2.812, -0.061]],
  "e_tot_ev": -25383.840,
  "orbital_gap_ev": 8.33,
  "e_homo_ev": -8.11,
  "smiles": "C[C@](O)(F)Cn1[nH]cnc1=S"
}